No. 1
{"formula": "C4H5NO", "method": "wB97M-V/def2-TZVPD", "elements": ["C", "C", "C", "O", "C", "N", "H", "H", "H", "H", "H"], "positions_angstrom": [[-1.473, 0.128, 0.051], [-0.332, -0.312, -0.859], [1.058, -0.073, -0.444], [1.095, 0.463, 0.811], [2.338, 0.235, 1.022], [3.367, 0.110, 1.504], [-1.422, -0.357, 1.029], [-2.424, -0.128, -0.404], [-1.452, 1.202, 0.209], [-0.397, 0.120, -1.868], [-0.359, -1.387, -1.050]], "homo_energy_ha": -0.358, "de_lowest_kj_mol": 429.7, "charge": 0}



No. 2
{"formula": "C21H24N4O2", "method": "wB97M-V/def2-TZVPD", "elements": ["C", "C", "H", "H", "O", "C", "O", "N", "C", "H", "C", "N", "C", "C", "H", "H", "H", "H", "C", "C", "C", "N", "N", "C", "H", "H", "C", "C", "C", "C", "C", "C", "C", "C", "C", "C", "H", "H", "H", "H", "H", "H", "H", "H", "H", "H", "H", "H", "H", "H", "H"], "positions_angstrom": [[-3.669, 3.538, 1.565], [-3.920, 3.287, 0.084], [-4.896, 2.822, -0.077], [-3.858, 4.228, -0.471], [-2.980, 2.363, -0.459], [-1.784, 2.888, -0.820], [-1.502, 4.062, -0.735], [-0.965, 1.939, -1.320], [-1.310, 0.531, -1.283], [-1.395, 0.189, -0.244], [-0.230, -0.278, -1.986], [1.026, -0.122, -1.286], [1.322, 1.254, -0.908], [0.415, 2.259, -1.615], [0.605, 3.274, -1.261], [0.583, 2.233, -2.698], [2.367, 1.487, -1.127], [1.174, 1.354, 0.176], [2.138, -0.834, -1.882], [3.168, -1.113, -0.836], [2.932, -1.313, 0.518], [4.150, -1.468, 1.088], [5.141, -1.406, 0.203], [4.565, -1.182, -0.961], [5.157, -1.079, -1.849], [4.350, -1.640, 2.061], [1.679, -1.256, 1.265], [1.525, -0.309, 2.251], [0.293, -0.135, 2.896], [-0.782, -0.901, 2.545], [-0.656, -1.911, 1.568], [-1.745, -2.734, 1.210], [-1.595, -3.732, 0.289], [-0.344, -3.963, -0.301], [0.727, -3.174, 0.015], [0.597, -2.113, 0.934], [1.695, -3.366, -0.423], [-0.232, -4.776, -1.005], [-2.433, -4.359, 0.020], [-2.700, -2.566, 1.687], [-1.743, -0.751, 3.017], [0.199, 0.627, 3.656], [2.354, 0.336, 2.509], [1.752, -1.777, -2.285], [2.603, -0.282, -2.719], [-0.173, 0.024, -3.048], [-0.505, -1.337, -1.952], [-2.276, 0.384, -1.773], [-2.701, 4.014, 1.695], [-4.441, 4.191, 1.961], [-3.680, 2.598, 2.113]], "homo_energy_ha": -0.301, "de_lowest_kj_mol": 153.7, "smiles": "CCOC(=O)N1CCN(Cc2cn[nH]c2-c2cccc3ccccc23)CC1", "charge": 0}



No. 3
{"formula": "C18H59N4O9", "method": "wB97M-V/def2-TZVPD", "elements": ["O", "H", "H", "H", "O", "H", "H", "H", "C", "C", "O", "H", "H", "H", "H", "H", "C", "C", "C", "O", "C", "N", "H", "H", "H", "H", "H", "H", "H", "H", "H", "H", "H", "C", "C", "C", "O", "C", "N", "H", "H", "H", "H", "H", "H", "H", "H", "H", "H", "H", "C", "C", "C", "O", "C", "N", "H", "H", "H", "H", "H", "H", "H", "H", "H", "H", "H", "C", "C", "C", "O", "C", "N", "H", "H", "H", "H", "H", "H", "H", "H", "H", "H", "H", "O", "H", "H", "O", "H", "H"], "positions_angstrom": [[-13.086, -8.767, -9.937], [-13.374, -9.628, -9.571], [-13.870, -8.277, -10.411], [-12.683, -8.245, -9.225], [-15.049, -6.028, -8.689], [-14.221, -6.452, -8.419], [-15.295, -6.474, -9.593], [-14.878, -5.082, -8.904], [-16.276, -7.051, -13.043], [-16.203, -7.872, -11.766], [-15.206, -7.533, -10.879], [-16.458, -7.712, -13.892], [-15.291, -6.645, -13.284], [-17.015, -6.249, -13.027], [-15.989, -8.888, -12.140], [-17.209, -8.038, -11.352], [-18.791, -0.751, -8.174], [-17.781, -0.972, -9.286], [-17.995, -2.213, -10.111], [-16.990, -2.285, -11.138], [-17.122, -3.482, -11.878], [-17.751, 0.232, -10.158], [-18.922, -1.594, -7.490], [-19.827, -0.589, -8.494], [-18.619, 0.189, -7.650], [-16.778, -1.024, -8.841], [-18.962, -2.198, -10.624], [-17.920, -3.093, -9.466], [-16.245, -3.575, -12.519], [-18.093, -3.515, -12.372], [-16.981, -4.371, -11.243], [-17.164, 0.922, -9.713], [-17.381, -0.129, -11.030], [-13.233, -11.408, -13.597], [-14.285, -11.896, -14.574], [-15.384, -10.844, -14.894], [-16.090, -11.278, -16.029], [-17.097, -10.335, -16.367], [-13.573, -12.189, -15.805], [-13.754, -11.062, -12.695], [-12.682, -10.570, -14.027], [-12.510, -12.166, -13.300], [-14.694, -12.865, -14.261], [-14.987, -9.848, -15.131], [-15.915, -10.728, -13.938], [-17.349, -9.629, -15.576], [-18.005, -10.873, -16.653], [-16.800, -9.817, -17.286], [-12.916, -12.963, -15.772], [-14.270, -12.577, -16.440], [-19.992, -7.160, -15.708], [-19.647, -5.995, -16.621], [-18.270, -5.435, -16.318], [-18.162, -4.096, -16.752], [-16.878, -3.587, -16.502], [-19.735, -6.602, -17.972], [-20.000, -6.743, -14.692], [-19.240, -7.949, -15.783], [-20.972, -7.609, -15.860], [-20.499, -5.312, -16.518], [-17.619, -6.018, -16.983], [-18.069, -5.530, -15.247], [-16.038, -4.170, -16.895], [-16.689, -3.594, -15.417], [-16.809, -2.542, -16.791], [-20.686, -6.859, -18.202], [-19.459, -5.911, -18.666], [-12.839, -7.402, -15.870], [-13.798, -7.902, -16.949], [-14.084, -6.853, -18.026], [-15.202, -7.252, -18.762], [-15.438, -6.484, -19.929], [-13.346, -9.132, -17.628], [-13.439, -6.812, -15.172], [-12.094, -6.691, -16.230], [-12.328, -8.227, -15.376], [-14.785, -8.222, -16.586], [-13.209, -6.685, -18.672], [-14.227, -5.833, -17.635], [-15.340, -5.425, -19.662], [-16.408, -6.658, -20.381], [-14.624, -6.703, -20.627], [-13.404, -9.817, -16.887], [-14.046, -9.211, -18.358], [-18.467, -6.951, -8.866], [-17.892, -7.388, -9.501], [-19.277, -6.779, -9.360], [-13.566, -5.211, -12.177], [-14.358, -5.728, -11.984], [-12.862, -5.657, -11.698]], "homo_energy_ha": -0.382, "de_lowest_kj_mol": 0.0, "charge": 1}



Copy entry 1 word for word.
{"formula": "C4H5NO", "method": "wB97M-V/def2-TZVPD", "elements": ["C", "C", "C", "O", "C", "N", "H", "H", "H", "H", "H"], "positions_angstrom": [[-1.473, 0.128, 0.051], [-0.332, -0.312, -0.859], [1.058, -0.073, -0.444], [1.095, 0.463, 0.811], [2.338, 0.235, 1.022], [3.367, 0.110, 1.504], [-1.422, -0.357, 1.029], [-2.424, -0.128, -0.404], [-1.452, 1.202, 0.209], [-0.397, 0.120, -1.868], [-0.359, -1.387, -1.050]], "homo_energy_ha": -0.358, "de_lowest_kj_mol": 429.7, "charge": 0}